Entry 1:
19
Properties=species:S:1:pos:R:3:forces:R:3 method="wB97M-V/def2-TZVPD" homo_lumo_gap_ev="8.26 / 6.20"
C 2.733246 0.213537 -1.126907 -1.3363 -1.1394 -0.7263
C -0.211140 1.022628 -1.354808 -0.3130 -2.4195 1.0755
C -0.929990 -0.901123 -0.067667 4.1500 1.7646 -0.9581
C 0.500859 -1.262740 0.437563 1.3498 -0.5965 2.1002
C -1.239486 1.439604 0.716547 -5.0795 -2.3729 -2.1446
N -0.997463 0.509643 -0.402508 -0.4429 0.4044 1.8301
O 1.632806 1.250277 0.928620 -0.6307 -0.8257 0.6024
S 1.887665 -0.048971 0.275112 1.2528 2.2979 0.8798
H 2.231502 -0.434652 -1.884096 0.5737 0.1259 0.0764
H -0.266048 2.044654 -1.482644 0.3936 1.7859 -0.5816
H 0.064495 0.259558 -1.993148 0.7712 -0.5330 -2.1706
H -1.072250 -1.430103 -0.921678 -0.6949 -1.5643 -2.7668
H -1.563702 -1.278986 0.638807 -2.0946 -0.0918 1.8134
H 0.361493 -1.359880 1.573910 0.8257 -0.1261 -1.4865
H 1.126349 -2.135923 0.034191 -1.6855 0.6753 0.3981
H -0.447363 2.048460 0.789892 2.5783 2.3201 0.9277
H -2.219787 1.895127 0.394356 1.0646 0.4393 0.7493
H -1.505644 0.816306 1.539287 0.3113 0.0588 1.1203
H 2.795931 -0.604357 1.217264 -0.9933 -0.2030 -0.7385

***

Entry 2:
18
Properties=species:S:1:pos:R:3:forces:R:3 method="wB97M-V/def2-TZVPD" charge=+1 homo_lumo_gap_ev=11.93
C 3.368499 1.226626 -1.455728 -0.6262 0.5247 2.0686
C -1.292510 1.147800 -0.826228 1.8424 0.4903 3.5831
C -1.531458 -2.039021 -0.290942 -0.2542 0.9117 1.4302
C -0.369199 0.082363 1.782489 0.6083 1.0760 -1.0381
C 0.881104 -0.294962 0.932042 -3.0196 -0.5811 0.3625
N 2.928290 1.323672 -0.392495 0.6841 -0.0638 -1.6135
P -0.791726 -0.351378 0.092227 0.4134 -1.6644 0.5530
H -0.498826 1.844949 -0.327736 -1.6602 -0.6464 -0.9548
H -2.302816 1.391295 -0.501091 0.0741 0.2242 -0.2331
H -1.113573 1.174331 -1.847059 0.0919 -0.3038 -1.9172
H -0.714287 -2.737660 0.092776 -1.5914 0.5947 -0.3725
H -1.566497 -2.071393 -1.379891 -0.1533 -0.2725 0.0601
H -2.614695 -2.114003 0.186930 2.5260 -0.1161 -0.9651
H -0.655800 -0.302491 2.742321 -0.0171 -0.9141 -0.0541
H -0.468269 1.152881 1.820800 -0.0418 0.5038 0.2269
H 3.832775 1.266066 -2.395422 0.3332 -0.1650 -0.8129
H 1.430170 -1.154311 1.238612 0.0051 -0.9007 -0.2185
H 1.478818 0.455232 0.528388 0.7853 1.3023 -0.1047

***

Entry 3:
18
Properties=species:S:1:pos:R:3:forces:R:3 method="wB97M-V/def2-TZVPD" charge=+1 homo_lumo_gap_ev=7.85
C -0.235619 3.105658 2.150727 0.6033 -1.5640 -3.8175
C 0.465721 2.286853 1.296566 -0.0288 -0.9096 3.3504
C -0.027562 1.115015 0.585301 -3.3991 1.2480 -0.1654
C 0.638107 0.126156 0.026626 -0.4460 -2.9035 -1.3951
C 0.054629 -1.240952 -0.383305 3.3884 2.0436 2.2509
N 0.923634 -2.167011 -0.792723 0.4553 3.6376 0.4818
P -1.389756 -1.794816 0.486372 -1.7218 -0.6195 -1.8012
H 0.185482 3.609686 2.945729 1.2185 0.7969 1.4828
H -1.179688 3.437347 1.866518 -1.9556 0.1996 -0.1211
H 1.392086 2.021897 1.792408 0.8792 0.2853 -0.7236
H -1.112573 0.944207 0.488612 0.2188 0.7049 0.6471
H 1.629089 0.364580 -0.189659 2.0220 -0.5252 -0.3209
H -0.734833 -1.864524 -2.905893 -4.7400 -2.3121 2.1805
H 0.544475 -2.883110 -1.319450 -0.4337 -2.2482 -0.9184
H -0.218912 -1.605793 -3.166403 4.5820 2.3380 -2.4621
H 1.863816 -1.821351 -1.007399 -0.3773 -0.5458 -0.1877
H -2.063204 -0.662047 -0.012243 -0.5350 -0.0378 0.3241
H -1.833562 -2.597174 -0.687118 0.2700 0.4118 1.1955

***

Entry 4:
18
Properties=species:S:1:pos:R:3:forces:R:3 method="wB97M-V/def2-TZVPD" homo_lumo_gap_ev="9.30 / 7.49"
C -0.755721 0.664846 0.764735 1.9522 1.0808 1.1115
C -0.980374 1.575557 1.989665 2.0560 0.2881 1.3979
C -1.267980 -0.709249 1.005754 2.7156 0.5617 -0.3980
C 1.731106 -1.114262 -1.131248 -3.8330 -0.7497 -1.5602
C 0.509839 -0.567987 -1.918284 -0.2121 -0.2194 1.8627
N 0.044956 1.059641 -0.119810 -0.6030 -0.6753 -0.4676
S 0.493180 0.621544 -3.176201 0.5051 -0.0851 -0.0901
H -0.255747 2.410805 2.230257 -0.5464 -0.9349 -1.1335
H -1.924208 1.994866 2.013372 -2.1856 1.0960 -0.5576
H -1.005914 1.052422 2.961326 0.3171 -0.6425 -0.5505
H -2.099000 -0.608304 1.576438 -2.4592 -0.4886 1.9233
H -0.471891 -1.344853 1.385881 0.0585 0.3191 1.1120
H -1.413892 -1.224185 0.143561 -1.2074 -1.1284 -2.9187
H 1.524164 -1.674719 -0.255971 -0.9310 -0.0797 1.1049
H 2.497359 -0.506620 -0.943436 2.4526 3.4524 0.9641
H 2.230952 -1.822450 -1.680641 0.9679 -2.1273 -2.0874
H -0.418760 -1.216268 -1.981827 1.3615 0.8477 0.0989
H 1.561930 1.409217 -2.863571 -0.4090 -0.5148 0.1884

***

Entry 5:
18
Properties=species:S:1:pos:R:3:forces:R:3 method="wB97M-V/def2-TZVPD" homo_lumo_gap_ev=7.29
C 1.195460 0.650498 0.534468 -0.1240 0.7725 0.1105
C 0.820395 0.700128 -0.739516 1.7628 0.0287 0.3337
C -0.468222 -0.309315 -2.627860 -3.0790 0.7563 -1.1880
C -2.208948 0.408681 1.636992 -0.3592 0.8216 0.2908
C 0.402432 -0.531854 -1.406599 -2.1525 -1.4630 -0.4247
N -2.805275 0.016257 0.395781 0.8354 0.7000 -0.5259
S -4.200230 -0.593568 0.329929 -1.0527 -0.5669 0.1626
H 1.624581 1.513246 1.067656 -0.1838 -0.6064 -0.2581
H 1.048560 -0.298771 1.050036 0.0521 0.3522 0.2619
H 1.118650 1.499801 -1.409447 -0.3962 0.4862 0.2818
H -1.544374 0.072032 -2.367321 2.0014 -0.4202 -0.2033
H -0.699579 -1.153183 -3.308327 0.4121 -0.3382 0.9699
H -0.081113 0.379245 -3.393518 0.3066 0.3551 0.6710
H -2.462845 -0.179727 2.493963 -1.1140 -0.1134 0.6843
H -2.297587 1.509969 1.787659 -0.3206 -0.7719 -0.0664
H -1.182386 0.248659 1.563709 1.9504 -0.0725 -0.5394
H 1.223751 -1.122558 -1.773940 0.7638 -0.2320 0.2871
H -0.183942 -1.140545 -0.655965 0.6977 0.3118 -0.8478

***

Entry 6:
17
Properties=species:S:1:pos:R:3:forces:R:3 method="wB97M-V/def2-TZVPD" charge=-1 homo_lumo_gap_ev=6.69
C 2.713816 -0.895017 0.413295 -0.2075 -0.0517 0.1145
O 1.696774 -0.443889 1.177269 0.1089 0.0110 0.4569
H 2.452426 -0.955936 -0.673792 0.0657 -0.1015 -0.1627
H 3.621560 -0.250847 0.448103 0.2184 -0.0217 -0.0307
H 3.057195 -1.923988 0.694257 0.1216 0.0523 -0.1490
C -0.057062 1.586750 -1.223967 -0.1183 -0.0793 -0.0530
C -0.461093 0.503717 -0.252559 0.6793 0.4974 0.0040
C -1.738872 0.211806 -0.078145 -0.2408 -0.4282 0.1227
C -2.243589 -0.849511 0.867619 -0.0871 0.0151 -0.0600
H -0.862613 1.853016 -1.920009 -0.0246 0.0114 0.0705
H 0.255589 2.498883 -0.706342 0.0319 -0.0574 0.0733
H 0.798765 1.259929 -1.811824 0.1363 -0.0132 -0.0882
H 0.425605 0.050050 0.352840 -0.7219 0.0952 -0.3500
H -2.513629 0.726885 -0.641686 -0.0222 0.1528 -0.1921
H -1.820187 -1.829387 0.641459 0.0296 0.0022 0.0364
H -1.995314 -0.613727 1.896404 0.1554 -0.0085 0.2546
H -3.329369 -0.928733 0.817078 -0.1248 -0.0760 -0.0470

***

Entry 7:
17
Properties=species:S:1:pos:R:3:forces:R:3 method="wB97M-V/def2-TZVPD" s2=0.755 spin_multiplicity=2 homo_lumo_gap_ev="8.85 / 9.67"
C -2.409034 -0.320195 -0.014714 0.3629 0.1821 -0.2667
C -1.233134 0.647792 -0.347556 -1.6287 -0.4180 -0.8388
C 0.103692 0.073239 0.213092 -1.5864 0.9201 2.5076
C 1.285298 0.277370 -0.586941 -1.7267 -0.4581 0.0046
C 2.609000 0.176181 -0.094797 2.4500 -1.0784 1.3506
H -3.410330 -0.053395 -0.402008 0.6554 0.2988 0.0866
H -2.152426 -1.289880 -0.433819 -0.1736 -0.2486 0.1886
H -2.450480 -0.395540 1.073583 -0.2157 -0.2480 -0.1727
H -1.198603 0.828860 -1.450523 0.2020 -0.3720 0.6708
H -1.579253 1.637552 0.064469 1.1738 -0.7807 -0.0284
H 0.170300 0.513147 1.185571 0.8802 2.7553 0.0974
H 1.081372 0.615884 -1.550153 -0.1137 0.5592 -1.6254
H 3.320230 -0.236298 -0.846494 -0.4254 0.2098 0.4347
H 3.095369 1.118290 0.274883 -0.5711 -0.4890 -0.1960
H 2.543253 -0.540857 0.761910 0.6322 0.6022 -0.4126
O -0.084266 -1.091640 1.199855 0.5207 -2.2890 -1.4260
H 0.309014 -1.960503 0.953637 -0.4360 0.8543 -0.3742

***

Entry 8:
17
Properties=species:S:1:pos:R:3:forces:R:3 method="wB97M-V/def2-TZVPD" charge=+1 homo_lumo_gap_ev="9.30 / 9.30"
C 0.154383 -1.614700 0.037295 3.8691 2.9775 -1.0543
C 1.244845 0.110245 0.450636 -2.7668 -4.6676 -1.1511
C 2.515438 0.409815 -0.197741 1.5344 -0.2107 -1.0850
C -2.203886 0.356598 0.305268 1.6933 2.6430 -0.2959
C -1.213210 0.321180 -0.842220 0.0273 1.7686 -1.0716
O 0.131417 -0.274020 -0.574774 -0.7758 -0.8609 1.9871
H 0.615643 -2.257662 -0.735987 -0.3538 0.0929 1.1077
H -0.525021 -1.892748 0.824772 -0.3058 0.3538 -0.1157
H 0.992563 0.295642 1.519023 -0.5703 0.1445 -1.3410
H 3.294519 -0.469338 -0.486697 -2.2789 1.8590 0.5547
H 2.967642 0.916182 0.665439 0.6509 0.4063 -0.6530
H 2.340271 1.126996 -1.101090 0.5670 -1.2281 1.6458
H -1.863096 1.223326 0.960435 -0.6725 -1.3861 -0.3094
H -2.421284 -0.518246 0.833178 -0.1051 -1.4144 0.7516
H -3.100667 0.686953 -0.179207 -0.7360 0.2308 -0.1228
H -1.594438 -0.176039 -1.810338 0.9316 0.6268 1.6130
H -0.889269 1.399282 -1.001867 -0.7085 -1.3354 -0.4601

***

Entry 9:
18
Properties=species:S:1:pos:R:3:forces:R:3 method="wB97M-V/def2-TZVPD" charge=-1 homo_lumo_gap_ev=7.69
C -2.215033 -1.403006 1.805471 -0.3234 -0.0718 0.0058
C -1.377539 -1.182366 0.567149 0.8053 0.2390 -0.8277
H -1.800877 -2.213304 2.396431 0.1198 -0.0552 0.2923
H -2.352528 -0.522431 2.444915 0.3225 -0.0803 -0.1343
H -3.221258 -1.723803 1.534997 -0.1436 -0.0093 -0.0874
H -1.658816 -0.317984 -0.032276 -0.3321 0.1103 0.0993
H -1.391761 -2.018765 -0.134711 -0.2497 -0.1141 0.1650
H -0.302634 -1.037854 0.719654 -0.1547 -0.0094 0.4704
C 1.090186 1.163886 -1.403375 -0.2082 0.3346 0.1827
C 1.633078 1.999015 -0.246896 0.3450 -0.5584 -0.2209
C 1.495377 -0.327826 -1.344249 0.0077 0.0566 0.0410
O 2.501123 -0.592084 -0.645045 -0.0982 -0.2426 -0.0901
O 0.772004 -1.092496 -2.021442 0.1017 -0.1531 0.0532
H -0.007157 1.217598 -1.431288 0.2124 0.0009 -0.1933
H 1.474817 1.557274 -2.351595 -0.1262 -0.0370 -0.0169
H 1.109826 1.744688 0.671194 -0.2267 0.2246 0.1708
H 1.587285 3.066338 -0.458589 -0.0833 0.1536 0.1771
H 2.663899 1.683117 -0.070339 0.0316 0.2116 -0.0871

***

Entry 10:
18
Properties=species:S:1:pos:R:3:forces:R:3 method="wB97M-V/def2-TZVPD" charge=-1 homo_lumo_gap_ev=6.95
C -1.065229 0.167486 0.639245 -0.4179 -0.3702 0.0521
O -1.876409 -0.361514 1.592798 0.3889 -0.1085 0.0401
C -0.159588 -0.914582 0.023699 -0.0046 0.0907 0.0154
C 0.713229 -0.407400 -1.127877 0.1477 0.4180 0.6249
C 2.106006 -0.011560 -0.726720 0.3821 -0.0062 0.0571
C 3.053955 0.424646 -1.540684 0.2448 0.4379 -0.0345
H -0.449206 1.011543 1.026400 0.2025 -0.0189 -0.2017
H -1.615109 0.568939 -0.246412 -0.1198 0.2978 0.0413
H 0.412125 -1.331143 0.857897 0.2077 -0.1808 -0.2110
H -0.821731 -1.696709 -0.350702 -0.0794 -0.0656 0.1533
H 0.226275 0.482544 -1.536239 -0.1023 0.0570 -0.1457
H 0.789287 -1.115929 -1.946207 -0.0301 -0.2381 -0.1299
H 2.421113 -0.080786 0.310692 -0.4150 -0.2943 0.1685
H 2.858697 0.667127 -2.577308 0.0624 -0.2306 -0.2014
H 4.043124 0.654846 -1.151320 -0.1171 0.0388 -0.1323
H -4.143103 0.476478 1.853169 -0.4208 0.2147 0.1108
H -2.775118 0.496894 2.334481 -0.5872 0.3899 -0.0398
O -3.718316 0.969114 2.565081 0.6583 -0.4316 -0.1670

***

Entry 11:
18
Properties=species:S:1:pos:R:3:forces:R:3 method="wB97M-V/def2-TZVPD" charge=-1 homo_lumo_gap_ev=7.27
C 1.078800 0.684328 1.383747 -1.1511 1.1617 0.0886
C 0.269686 1.848660 0.770885 0.2316 -0.5481 -1.4340
C 2.538738 0.653235 0.921781 1.9612 -0.4576 0.3572
O 3.092605 1.690926 0.465785 -1.0245 -0.2688 0.0434
O 3.135001 -0.433511 1.165957 -0.5923 0.1557 -0.2016
H 1.072195 0.851875 2.455518 0.3815 -0.1331 0.3941
H 0.582650 -0.282049 1.251709 0.2124 0.0330 -0.1909
H 0.984235 2.548516 0.336099 0.1178 0.3494 0.5773
H -0.503493 2.355203 1.353240 0.2337 -0.1741 0.3044
H -0.208905 1.483581 -0.143365 -0.3392 0.0347 0.1231
C -1.426636 -2.193663 -1.266163 -0.1031 1.1547 1.0110
C -1.662050 -0.658645 -1.230852 1.7903 -1.1776 -0.1372
H -2.392346 -2.655631 -1.405443 -0.0507 -0.7069 -0.0508
H -0.731199 -2.427318 -2.058589 -0.0214 -0.1796 -0.3771
H -0.933048 -2.496867 -0.337390 -0.3825 -0.2765 -0.0553
H -1.823613 -0.417551 -2.279258 -0.5539 0.8616 0.2643
H -0.709655 -0.234716 -0.903506 -0.0990 0.2299 -0.3713
H -2.362971 -0.316378 -0.480155 -0.6109 -0.0582 -0.3451

***

Entry 12:
18
Properties=species:S:1:pos:R:3:forces:R:3 method="wB97M-V/def2-TZVPD" charge=-1 homo_lumo_gap_ev=7.36
C 0.420168 3.284933 1.266479 0.0122 -0.0212 -0.0456
C 0.278400 2.060615 0.408420 0.0179 0.1926 0.4948
C -0.576059 1.977162 -0.607622 -0.0452 -0.2441 -0.2865
O -0.796442 0.911196 -1.376752 -0.0135 -0.0489 0.1571
H 1.429778 3.705803 1.232942 0.0667 0.0101 -0.0036
H -0.267995 4.075805 0.958201 -0.0391 0.0025 -0.0469
H 0.213023 3.064443 2.318453 -0.0245 0.0161 0.0312
H 0.825927 1.169862 0.691134 0.0863 -0.0869 -0.0950
H -1.185221 2.832343 -0.895387 -0.0056 0.1544 -0.0062
H -0.344919 0.071467 -0.967687 -0.1752 -0.1886 -0.2339
C 0.491835 -2.408942 -0.041168 -0.1427 -0.0871 0.0430
O 0.312502 -1.128470 -0.419967 0.2814 0.2967 0.0689
C -0.487503 -3.388924 -0.711264 -0.0024 -0.0593 -0.0207
H 0.380952 -2.567092 1.065506 -0.0028 0.0509 -0.0995
H 1.520233 -2.784263 -0.267756 -0.0013 -0.0190 0.0198
H -0.396677 -4.405646 -0.309776 0.0185 -0.0377 0.0447
H -0.308123 -3.433240 -1.788344 -0.0082 0.0761 -0.0347
H -1.509878 -3.037050 -0.555411 -0.0226 -0.0066 0.0133